{
  "formula": "C5H16InO3S2",
  "method": "the ωB97M-V functional and the def2-TZVPD basis",
  "species": ["In", "C", "O", "H", "H", "H", "H", "C", "S", "O", "C", "H", "H", "H", "H", "H", "H", "C", "S", "O", "C", "H", "H", "H", "H", "H", "H"],
  "coordinates": [[-1.74, 0.75, 2.00], [-0.36, -1.62, -1.04], [-0.15, -0.61, -0.08], [-1.19, -2.28, -0.78], [-0.64, -1.03, -1.91], [0.56, -2.19, -1.21], [0.67, -0.19, -0.36], [2.48, -2.02, 1.54], [2.05, -1.13, 3.11], [0.67, -0.52, 2.85], [1.67, -2.63, 4.09], [1.68, -2.59, 1.08], [3.34, -2.67, 1.72], [2.84, -1.26, 0.84], [2.53, -3.29, 4.05], [0.81, -3.16, 3.70], [1.37, -2.45, 5.13], [-1.61, 4.25, -2.14], [-0.95, 2.54, -1.76], [-1.68, 2.06, -0.50], [-1.70, 1.70, -3.21], [-2.67, 4.23, -1.88], [-1.43, 4.49, -3.19], [-1.17, 5.04, -1.53], [-2.78, 1.64, -3.17], [-1.30, 0.69, -3.27], [-1.29, 2.25, -4.06]],
  "de_lowest_kcal_mol": 16.1,
  "e_homo_ha": -0.7170,
  "total_charge": 3
}

***

{
  "formula": "C3H9NO",
  "method": "the ωB97M-V functional and the def2-TZVPD basis",
  "species": ["C", "C", "C", "N", "H", "H", "H", "H", "H", "H", "H", "H", "H", "O"],
  "coordinates": [[0.52, -0.80, -1.59], [1.07, 0.25, -0.60], [1.29, 0.11, 0.78], [2.16, -0.85, 1.39], [-0.60, -0.76, -1.83], [0.76, -1.74, -1.02], [1.21, -0.73, -2.51], [1.27, 1.23, -1.01], [0.55, 0.71, 1.40], [2.63, -1.59, 0.93], [2.78, -0.55, 2.13], [-4.18, 0.54, -0.49], [-4.71, 1.82, 0.01], [-4.01, 1.20, 0.14]],
  "de_lowest_kcal_mol": 92.5,
  "e_homo_ha": -0.2502,
  "smiles": "C/C=C\\N.O"
}

***

{
  "formula": "C22H24BF5NO19P",
  "method": "the ωB97M-V functional and the def2-TZVPD basis",
  "species": ["N", "P", "C", "C", "C", "B", "O", "O", "C", "O", "C", "C", "C", "O", "H", "H", "H", "H", "H", "H", "H", "H", "H", "C", "C", "O", "C", "O", "O", "F", "H", "H", "H", "C", "C", "O", "C", "O", "O", "F", "H", "H", "H", "C", "C", "O", "C", "O", "O", "F", "H", "H", "H", "C", "C", "O", "C", "O", "O", "F", "H", "H", "H", "C", "C", "O", "C", "O", "O", "F", "H", "H", "H"],
  "coordinates": [[0.86, 3.51, 1.63], [0.16, 3.18, 3.02], [-1.31, 2.10, 2.82], [-1.21, 0.79, 2.88], [0.09, 0.05, 3.08], [1.04, 0.17, 1.77], [0.55, 0.17, 0.47], [2.41, 0.31, 1.96], [-2.49, -0.03, 2.72], [-2.63, -1.06, 3.26], [-3.55, 0.58, 1.84], [-3.62, 1.89, 1.75], [-2.67, 2.72, 2.58], [-2.97, 3.76, 3.03], [0.34, 3.08, 0.87], [1.10, 2.44, 3.78], [-0.27, 4.34, 3.70], [0.62, 0.32, 4.00], [-0.16, -1.03, 3.18], [0.79, 1.06, 0.15], [2.53, 1.19, 2.36], [-4.23, -0.04, 1.26], [-4.37, 2.35, 1.11], [2.72, -1.96, -1.42], [1.88, -2.15, -2.65], [2.66, -3.02, -3.44], [3.40, -3.77, -2.57], [3.97, -4.77, -2.85], [3.40, -3.22, -1.32], [1.71, -0.97, -3.32], [3.45, -1.16, -1.55], [2.13, -1.76, -0.54], [0.91, -2.60, -2.46], [-3.45, 5.37, 6.76], [-3.53, 4.34, 7.85], [-2.66, 3.32, 7.39], [-1.72, 3.95, 6.61], [-0.70, 3.45, 6.27], [-2.11, 5.20, 6.29], [-4.78, 3.83, 7.97], [-4.15, 5.17, 5.95], [-3.62, 6.38, 7.12], [-3.19, 4.69, 8.83], [-2.07, -2.06, -6.52], [-1.70, -0.78, -5.83], [-1.57, -1.19, -4.47], [-1.20, -2.50, -4.50], [-0.75, -3.08, -3.57], [-1.39, -3.04, -5.72], [-2.68, 0.14, -5.92], [-3.14, -2.25, -6.50], [-1.73, -2.10, -7.55], [-0.76, -0.34, -6.16], [-1.64, -3.30, 0.75], [-0.80, -3.67, -0.43], [-0.30, -4.94, -0.07], [-1.24, -5.51, 0.75], [-1.29, -6.65, 1.03], [-2.12, -4.56, 1.20], [0.22, -2.79, -0.55], [-1.05, -2.82, 1.54], [-2.47, -2.64, 0.48], [-1.35, -3.75, -1.37], [5.65, -0.11, -5.41], [4.79, 0.04, -4.19], [4.83, 1.43, -3.94], [5.01, 2.03, -5.15], [4.84, 3.18, -5.37], [5.42, 1.13, -6.08], [5.32, -0.61, -3.12], [6.71, -0.20, -5.16], [5.36, -0.95, -6.03], [3.75, -0.28, -4.32]],
  "de_lowest_kcal_mol": 13.3,
  "e_homo_ha": -0.3389,
  "smiles": "N=[PH2]C1=C(CB(O)O)C(=O)C=CC1=O.O=C1OC[C@@H](F)O1.O=C1OC[C@@H](F)O1.O=C1OC[C@@H](F)O1.O=C1OC[C@@H](F)O1.O=C1OC[C@@H](F)O1"
}

***

{
  "formula": "C23H15IMoNO2S7",
  "method": "the ωB97M-V functional and the def2-TZVPD basis",
  "species": ["Mo", "S", "C", "S", "C", "C", "S", "S", "S", "I", "C", "C", "C", "C", "C", "C", "C", "O", "O", "H", "H", "H", "H", "S", "C", "N", "S", "C", "C", "C", "C", "C", "C", "C", "C", "C", "C", "C", "C", "H", "H", "H", "H", "H", "H", "H", "H", "H", "H", "H"],
  "coordinates": [[-1.37, -0.52, -0.29], [2.75, -4.85, 4.07], [1.84, -3.89, 3.16], [0.86, -2.58, 3.78], [0.20, -2.06, 2.28], [0.63, -2.80, 1.14], [0.04, -2.43, -0.41], [1.72, -4.07, 1.41], [-0.88, -0.80, 2.15], [-4.94, 3.88, 5.74], [-3.85, 3.44, 4.04], [-3.98, 2.18, 3.45], [-3.26, 1.88, 2.31], [-2.40, 2.83, 1.76], [-2.27, 4.09, 2.35], [-3.00, 4.39, 3.49], [-1.59, 2.59, 0.56], [-0.91, 3.32, -0.07], [-1.68, 1.22, 0.07], [-4.65, 1.45, 3.87], [-3.37, 0.90, 1.86], [-1.61, 4.82, 1.92], [-2.90, 5.36, 3.95], [-4.49, -2.05, -0.08], [-3.12, -1.43, -0.20], [-1.29, -0.65, -2.30], [0.03, 0.01, -3.05], [-0.61, 1.43, -3.93], [-1.82, 2.00, -3.56], [-2.23, 3.15, -4.22], [-1.44, 3.71, -5.21], [-0.22, 3.13, -5.55], [0.21, 1.98, -4.91], [0.52, -1.09, -4.34], [-0.28, -1.28, -5.46], [0.13, -2.18, -6.42], [1.34, -2.87, -6.25], [2.13, -2.66, -5.14], [1.72, -1.76, -4.16], [-1.99, -1.00, -2.94], [-2.43, 1.57, -2.78], [-3.17, 3.61, -3.95], [-1.77, 4.61, -5.72], [0.40, 3.58, -6.32], [1.15, 1.53, -5.18], [-1.20, -0.71, -5.60], [-0.47, -2.35, -7.31], [1.66, -3.57, -7.02], [3.06, -3.19, -5.02], [2.32, -1.58, -3.28]],
  "de_lowest_kcal_mol": 15.4,
  "s2": 0.930,
  "e_homo_ha": [-0.4822, -0.4822],
  "total_charge": 2,
  "spin_multiplicity": 2
}

***

{
  "formula": "C54H45FeN5O4S2Si",
  "method": "the ωB97M-V functional and the def2-TZVPD basis",
  "species": ["Fe", "C", "C", "C", "C", "C", "C", "C", "C", "S", "C", "N", "C", "C", "C", "C", "C", "C", "C", "C", "H", "H", "H", "H", "H", "H", "H", "H", "H", "H", "H", "H", "H", "H", "H", "H", "O", "C", "C", "C", "C", "C", "C", "C", "O", "N", "O", "O", "H", "H", "H", "H", "N", "C", "C", "C", "C", "C", "C", "C", "H", "H", "H", "H", "H", "C", "C", "C", "C", "N", "C", "S", "N", "H", "H", "H", "H", "H", "C", "C", "C", "C", "C", "C", "Si", "C", "C", "C", "C", "C", "C", "C", "C", "C", "C", "C", "C", "H", "H", "H", "H", "H", "H", "H", "H", "H", "H", "H", "H", "H", "H", "H"],
  "coordinates": [[-0.15, -0.59, 0.43], [3.61, 3.76, 1.64], [4.62, 2.64, 1.39], [5.96, 3.10, 1.95], [4.77, 2.40, -0.11], [4.13, 1.35, 2.04], [4.92, 0.63, 2.94], [4.44, -0.52, 3.56], [3.17, -0.95, 3.25], [2.32, -2.32, 3.88], [0.96, -1.91, 2.85], [1.12, -0.86, 2.11], [2.36, -0.28, 2.33], [2.86, 0.88, 1.73], [-0.19, -2.82, 2.88], [-0.16, -4.07, 3.49], [-1.27, -4.90, 3.53], [-2.45, -4.48, 2.93], [-2.52, -3.24, 2.34], [-1.41, -2.39, 2.32], [3.97, 4.69, 1.20], [3.48, 3.91, 2.72], [2.63, 3.54, 1.22], [6.24, 4.05, 1.46], [6.76, 2.38, 1.75], [5.91, 3.28, 3.03], [5.09, 3.31, -0.62], [3.83, 2.07, -0.55], [5.51, 1.61, -0.31], [5.90, 0.99, 3.21], [5.05, -1.05, 4.28], [2.22, 1.41, 1.03], [0.77, -4.41, 3.95], [-1.20, -5.88, 3.99], [-3.32, -5.14, 2.92], [-3.43, -2.87, 1.88], [0.33, -2.50, 0.11], [1.21, -2.95, -0.60], [2.03, -2.23, -1.53], [2.85, -2.95, -2.39], [3.60, -2.30, -3.36], [3.56, -0.89, -3.47], [2.81, -0.16, -2.61], [1.99, -0.78, -1.59], [1.32, -0.07, -0.82], [4.41, -3.07, -4.26], [4.43, -4.29, -4.14], [5.06, -2.47, -5.11], [1.39, -4.04, -0.56], [2.87, -4.03, -2.34], [4.16, -0.42, -4.23], [2.78, 0.92, -2.66], [-1.54, -1.09, 1.77], [-2.45, -0.29, 2.26], [-3.00, -0.45, 3.61], [-2.24, -0.75, 4.75], [-2.80, -0.69, 6.02], [-4.14, -0.35, 6.19], [-4.91, -0.06, 5.07], [-4.35, -0.08, 3.80], [-1.19, -1.01, 4.63], [-2.19, -0.91, 6.89], [-4.57, -0.31, 7.18], [-5.95, 0.21, 5.18], [-4.92, 0.20, 2.93], [-1.12, 6.39, -0.72], [-0.24, 5.17, -0.71], [0.94, 5.12, -1.44], [1.64, 3.93, -1.38], [1.24, 2.89, -0.68], [0.08, 3.01, 0.03], [-0.45, 1.73, 1.06], [-0.66, 4.14, 0.01], [-0.54, 7.29, -0.92], [-1.64, 6.47, 0.23], [-1.87, 6.29, -1.51], [1.29, 5.97, -2.03], [2.59, 3.82, -1.92], [-0.69, -4.12, -4.50], [-0.47, -2.79, -4.85], [-0.77, -1.78, -3.95], [-1.28, -2.03, -2.67], [-1.47, -3.38, -2.34], [-1.20, -4.41, -3.24], [-1.63, -0.62, -1.38], [-1.74, 0.88, -2.59], [-2.90, 1.15, -3.32], [-2.99, 2.25, -4.17], [-1.90, 3.10, -4.32], [-0.74, 2.84, -3.61], [-0.66, 1.75, -2.76], [-3.51, -0.83, -1.00], [-4.11, 0.21, -0.29], [-5.47, 0.20, 0.00], [-6.27, -0.86, -0.43], [-5.69, -1.89, -1.15], [-4.33, -1.87, -1.42], [-0.47, -4.92, -5.20], [-0.06, -2.55, -5.82], [-0.58, -0.75, -4.24], [-1.82, -3.63, -1.34], [-1.37, -5.44, -2.94], [-3.76, 0.50, -3.21], [-3.91, 2.44, -4.72], [-1.97, 3.96, -4.98], [0.11, 3.51, -3.71], [0.25, 1.56, -2.21], [-3.50, 1.04, 0.05], [-5.91, 1.01, 0.57], [-7.33, -0.87, -0.20], [-6.31, -2.72, -1.49], [-3.90, -2.69, -2.00]],
  "de_lowest_kcal_mol": 30.3,
  "e_homo_ha": -0.0427,
  "total_charge": -2
}

***

| no. | E (Ha) |
| --- | --- |
| 1 | -1410.9572 |
| 2 | -249.5663 |
| 3 | -3202.6561 |
| 4 | -4243.3098 |
| 5 | -5009.1043 |